The following is a DFT calculation (ωB97M-V with the def2-TZVPD basis set) of a structure of composition C35H37CuIP2.

Element x y z (Å)
Cu -0.12599 0.48065 2.22419
C -1.69898 0.88971 -2.80327
C -1.80279 -0.42947 -2.63969
C -1.16040 -1.44361 -3.53654
C 0.25720 -1.12470 -4.10175
C 1.18147 -0.24032 -3.31803
C 1.18835 1.09684 -3.27549
C 0.26452 1.99820 -4.03115
C -1.19845 1.52523 -4.07011
C 0.84876 -0.20823 3.80319
H -2.06481 1.59888 -2.05671
H -2.48548 -0.84372 -1.89400
H -1.80552 -1.61085 -4.41732
H -1.11678 -2.40686 -3.00430
H 0.77338 -2.09689 -4.20294
H 0.14272 -0.72887 -5.12102
H 2.02745 -0.78133 -2.88558
H 2.00362 1.63607 -2.79618
H 0.60713 2.10689 -5.07674
H 0.31569 2.99650 -3.56929
H -1.81993 2.41197 -4.27290
H -1.32400 0.84408 -4.92355
H 0.84210 0.62486 4.51301
H 1.86933 -0.57689 3.64089
H 0.18926 -1.00694 4.15565
P -1.53437 -0.57099 0.90672
P 1.79311 0.09908 1.18980
C -0.26277 -1.10433 -0.23854
C 1.04365 -0.67834 -0.23202
C -2.44513 -2.03914 1.39650
C -2.83011 -2.99502 0.43831
C -3.52206 -4.13650 0.85318
C -3.80101 -4.34237 2.20874
C -3.40928 -3.39023 3.15946
C -2.73574 -2.23749 2.76383
C -2.76761 0.67954 0.41521
C -2.35427 2.01740 0.20233
C -3.28585 3.05054 0.15126
C -4.65148 2.77640 0.27165
C -5.07411 1.45137 0.41100
C -4.14826 0.40902 0.47205
C 3.21314 -0.97790 1.49796
C 2.98366 -2.30063 1.93307
C 4.06375 -3.09785 2.30267
C 5.37230 -2.61114 2.17101
C 5.60095 -1.34315 1.62041
C 4.52513 -0.53386 1.25900
C 2.46028 1.74786 0.84717
C 2.52704 2.68065 1.90101
C 2.91805 3.99150 1.63934
C 3.20121 4.38045 0.32238
C 3.16794 3.44484 -0.72075
C 2.86008 2.11221 -0.44397
H -0.55182 -1.93780 -0.88237
H 1.74523 -0.97933 -1.01157
H -2.57289 -2.85602 -0.61208
H -3.82686 -4.87695 0.11498
H -4.31514 -5.25018 2.52778
H -3.61710 -3.55589 4.21598
H -2.41261 -1.49344 3.49585
H -1.29164 2.25805 0.13786
H -2.93909 4.08020 0.06113
H -5.37815 3.59109 0.26209
H -6.13667 1.22788 0.50965
H -4.49048 -0.61827 0.61513
H 1.96045 -2.68404 1.98464
H 3.88328 -4.10086 2.69493
H 6.21595 -3.22985 2.47785
H 6.61940 -0.97910 1.47026
H 4.69015 0.44203 0.79333
H 2.25190 2.36745 2.90953
H 2.98933 4.70306 2.46472
H 3.45368 5.42053 0.11411
H 3.38627 3.75479 -1.74787
H 2.92630 1.34161 -1.21389
I -1.40564 2.18194 3.57877

frontier orbital gap (spin up / spin down) = 6.2 / 6.9 eV
energy = -3976.6439 Ha
E_LUMO (spin up / spin down) = -0.08 / -0.25 eV
2S+1 = 2
HOMO energy (spin up / spin down) = -0.232 / -0.263 Eh

Löwdin population analysis, charges in e, atoms 1 to 6: -0.37 -0.09 -0.14 -0.19 -0.18 -0.13